# C5H15NO2

3 unconnected molecules or ions with the total composition C5H15NO2 (the ωB97M-V functional and the def2-TZVPD basis, OMol25).

Geometry as XYZ:
```
23
Properties=species:S:1:pos:R:3
C 1.710 -0.982 0.856
C 0.214 -1.183 0.545
C -0.687 -0.493 1.571
C -0.480 1.017 1.593
C 0.146 2.657 -0.004
N -0.538 1.546 0.251
H 2.293 -1.723 0.286
H 1.995 -0.009 0.444
H 1.930 -1.171 1.913
H 0.016 -0.909 -0.480
H -0.021 -2.257 0.568
H -1.713 -0.647 1.277
H -0.438 -0.994 2.520
H 0.475 1.317 2.058
H -1.290 1.513 2.153
H 0.212 3.026 -1.033
H 0.588 3.316 0.763
H 0.759 -2.095 -2.779
H -0.252 -1.187 -3.467
O -0.176 -1.869 -2.781
H -1.630 -0.186 -2.664
H -1.198 0.775 -1.479
O -1.917 0.538 -2.110
```

Properties
Kohn-Sham gap (spin up / spin down) in eV: 2.81 / 7.07
Total charge: -1
Highest occupied orbital energy (spin up / spin down) in eV: 0.50 / -3.88
Largest force on an atom in eV/A: 1.278
Relative energy (zero: lowest compared OMol25 entry of this formula, charge and spin) in kJ/mol: 86.11
Lowest unoccupied orbital energy (spin up / spin down) in Eh: 0.1215 / 0.1174
M in g/mol: 121.18
2S+1: 2



# C4H12N2

2 unconnected molecules or ions with the total composition C4H12N2 (the ωB97M-V functional and the def2-TZVPD basis, OMol25).

Geometry as XYZ:
```
18
Properties=species:S:1:pos:R:3
C -0.336 0.411 -2.029
C -0.593 -1.415 -0.607
C 1.823 0.585 0.815
C -0.606 0.763 1.496
N 0.319 -0.432 -1.042
N 0.442 0.843 0.517
H 0.218 1.325 -2.103
H -0.408 -0.255 -2.818
H -1.216 0.733 -1.614
H -1.233 -1.725 -1.391
H 0.051 -2.188 -0.211
H -1.265 -1.202 0.260
H 2.449 0.729 -0.002
H 2.139 1.214 1.562
H 2.198 -0.431 1.290
H -1.232 1.679 1.511
H -1.254 -0.104 1.285
H -0.179 0.592 2.494
```

Properties
Kohn-Sham gap (spin up / spin down) in eV: 9.11 / 9.11
Highest occupied orbital energy (spin up / spin down) in eV: -8.32 / -8.32
Largest force on an atom in eV/A: 4.050
Relative energy (zero: lowest compared OMol25 entry of this formula, charge and spin) in kJ/mol: 468.02
Lowest unoccupied orbital energy (spin up / spin down) in Eh: 0.0290 / 0.0290
M in g/mol: 88.15



# C3H3Br2F

2 unconnected molecules or ions with the total composition C3H3Br2F (the ωB97M-V functional and the def2-TZVPD basis, OMol25).

Geometry as XYZ:
```
9
Properties=species:S:1:pos:R:3
C -0.705 1.072 1.457
C 0.163 -0.560 0.204
C 0.587 -0.156 -1.106
F 0.779 1.231 -1.066
Br -0.423 -2.263 0.688
Br -0.727 -0.640 -2.650
H -1.208 0.374 2.142
H 0.062 1.641 1.774
H 1.472 -0.700 -1.443
```

Properties
Kohn-Sham gap (spin up / spin down) in eV: 8.56 / 7.49
Highest occupied orbital energy (spin up / spin down) in eV: -9.96 / -8.72
Largest force on an atom in eV/A: 6.733
Relative energy (zero: lowest compared OMol25 entry of this formula, charge and spin) in kJ/mol: 541.16
Lowest unoccupied orbital energy (spin up / spin down) in Eh: -0.0515 / -0.0451
M in g/mol: 217.86



# C4H8S2

A molecular structure, C4H8S2 (the ωB97M-V functional and the def2-TZVPD basis, OMol25).

Geometry as XYZ:
```
14
Properties=species:S:1:pos:R:3
C 2.428 0.138 -0.469
C 1.527 -0.237 0.392
C -1.055 0.652 0.359
C -0.231 -0.322 -0.351
S -2.872 0.740 -0.136
S -0.857 -2.101 -0.025
H 3.412 0.211 -0.109
H 2.239 0.188 -1.459
H 1.650 -0.551 1.480
H -0.522 1.584 0.292
H -1.366 0.420 1.435
H -0.225 -0.389 -1.362
H -2.660 1.456 -1.249
H -1.466 -1.788 1.202
```

Properties
Kohn-Sham gap in eV: 9.56
Highest occupied orbital energy in eV: -8.71
Largest force on an atom in eV/A: 7.378
Relative energy (zero: lowest compared OMol25 entry of this formula, charge and spin) in kJ/mol: 319.97
Lowest unoccupied orbital energy in Eh: 0.0311
M in g/mol: 120.24



# C2H2N2O

2 unconnected molecules or ions with the total composition C2H2N2O (the ωB97M-V functional and the def2-TZVPD basis, OMol25).

Geometry as XYZ:
```
7
Properties=species:S:1:pos:R:3
N 0.185 1.126 -0.661
C -0.995 1.095 -0.797
O -2.149 1.123 -0.714
H 0.980 0.924 -1.222
C 0.660 -1.440 1.154
N 1.026 -0.893 0.225
H 0.292 -1.936 2.015
```

Properties
Kohn-Sham gap in eV: 11.15
SMILES string: N=C=O.C#N
Highest occupied orbital energy in eV: -10.27
Largest force on an atom in eV/A: 1.421
Relative energy (zero: lowest compared OMol25 entry of this formula, charge and spin) in kJ/mol: 96.39
Lowest unoccupied orbital energy in Eh: 0.0323
M in g/mol: 70.05



# H26O13

13 unconnected molecules or ions with the total composition H26O13 (the ωB97M-V functional and the def2-TZVPD basis, OMol25).

Geometry as XYZ:
```
39
Properties=species:S:1:pos:R:3
O -2.570 -3.967 2.193
H -1.677 -4.132 1.888
H -2.889 -3.261 1.631
O 3.194 -1.155 -2.502
H 3.812 -1.188 -1.772
H 3.490 -1.841 -3.100
O 1.380 -4.010 -0.488
H 2.041 -3.378 -0.768
H 0.644 -3.869 -1.084
O -3.223 0.968 3.620
H -4.132 0.970 3.323
H -2.726 0.643 2.869
O -1.943 -3.403 -3.450
H -1.443 -3.265 -4.254
H -2.475 -4.179 -3.629
O -3.326 3.661 -1.503
H -3.308 3.107 -2.284
H -3.504 3.056 -0.783
O 2.211 -1.608 4.552
H 1.844 -0.742 4.731
H 2.242 -2.037 5.407
O -0.666 0.456 0.339
H -0.526 -0.072 -0.447
H 0.201 0.799 0.555
O -3.861 0.837 -4.249
H -3.611 0.097 -3.697
H -3.056 1.075 -4.710
O 0.706 2.489 4.455
H -0.204 2.618 4.188
H 1.221 2.814 3.716
O 4.733 -0.706 1.392
H 4.145 -0.724 2.147
H 5.448 -1.295 1.630
O -0.131 2.482 -4.631
H 0.242 3.363 -4.607
H 0.510 1.936 -4.176
O 2.623 4.237 1.366
H 2.015 4.890 1.713
H 2.566 4.337 0.415
```

Properties
Kohn-Sham gap in eV: 11.04
Highest occupied orbital energy in eV: -11.29
Largest force on an atom in eV/A: 0.411
Relative energy (zero: lowest compared OMol25 entry of this formula, charge and spin) in kJ/mol: 283.49
Lowest unoccupied orbital energy in Eh: -0.0091
M in g/mol: 234.20



# C3H7NO3

A molecular structure, C3H7NO3 (the ωB97M-V functional and the def2-TZVPD basis, OMol25).

Geometry as XYZ:
```
14
Properties=species:S:1:pos:R:3
C -1.497 0.086 -0.809
C -0.196 1.155 0.754
O -1.662 -1.049 -0.270
H -0.559 -1.423 0.212
H -0.756 0.209 -1.602
H -2.323 0.799 -0.770
H -1.027 0.832 1.379
H 0.526 1.394 1.544
H -0.252 2.068 0.167
O 1.686 -2.086 -0.108
N 0.755 -1.154 0.426
C 1.032 0.094 0.140
O 1.908 0.622 -0.506
H 2.364 -1.548 -0.557
```

Properties
Kohn-Sham gap in eV: 8.08
Highest occupied orbital energy in eV: -8.95
Largest force on an atom in eV/A: 3.396
Relative energy (zero: lowest compared OMol25 entry of this formula, charge and spin) in kJ/mol: 588.24
Lowest unoccupied orbital energy in Eh: -0.0318
M in g/mol: 105.09



# C4H5BrI2

A molecular structure, C4H5BrI2 (the ωB97M-V functional and the def2-TZVPD basis, OMol25).

Geometry as XYZ:
```
12
Properties=species:S:1:pos:R:3
C -0.805 0.460 0.049
C 0.480 0.229 -0.047
C -1.492 1.768 -0.018
C 1.549 -2.387 0.097
Br 3.243 -1.700 0.126
I -2.189 -1.200 0.094
I 2.044 1.538 0.001
H -0.866 2.398 -0.643
H -2.423 1.469 -0.430
H -1.533 2.051 1.018
H 1.213 -2.628 -0.906
H 0.779 -1.996 0.658
```

Properties
Kohn-Sham gap (spin up / spin down) in eV: 8.42 / 7.19
Highest occupied orbital energy (spin up / spin down) in eV: -8.84 / -8.55
Largest force on an atom in eV/A: 2.413
Relative energy (zero: lowest compared OMol25 entry of this formula, charge and spin) in kJ/mol: 319.70
Lowest unoccupied orbital energy (spin up / spin down) in Eh: -0.0152 / -0.0499
M in g/mol: 386.80



# C13H16RuS5Si2

A molecular structure, C13H16RuS5Si2 (the ωB97M-V functional and the def2-TZVPD basis, OMol25).

Geometry as XYZ:
```
37
Properties=species:S:1:pos:R:3
Ru -0.034 0.059 0.044
S 2.881 -4.989 -4.078
C 2.211 -3.829 -3.147
S 3.070 -2.431 -2.591
C 1.756 -1.712 -1.689
C 0.605 -2.376 -1.689
S -0.846 -1.861 -0.861
S 0.571 -3.874 -2.591
S 2.035 -0.198 -0.861
C -1.157 -1.022 3.233
Si -0.182 0.314 2.399
C 1.463 0.491 3.233
C -1.120 1.941 2.454
C -1.425 2.468 3.714
C -2.114 3.662 3.843
C -2.516 4.357 2.710
C -2.226 3.856 1.452
C -1.531 2.652 1.295
Si -1.193 2.067 -0.459
C -2.788 1.805 -1.365
C -0.169 3.317 -1.365
H -1.367 -0.713 4.262
H -0.581 -1.948 3.255
H -2.110 -1.218 2.737
H 1.302 0.827 4.262
H 2.109 1.217 2.737
H 1.977 -0.471 3.254
H -1.119 1.939 4.612
H -2.340 4.053 4.828
H -3.055 5.291 2.810
H -2.549 4.415 0.579
H -3.357 2.740 -1.351
H -3.405 1.026 -0.914
H -2.589 1.531 -2.402
H -0.695 4.278 -1.351
H -0.032 3.008 -2.402
H 0.814 3.462 -0.914
```

Properties
Kohn-Sham gap in eV: 5.73
Highest occupied orbital energy in eV: -7.57
Largest force on an atom in eV/A: 0.818
Relative energy (zero: lowest compared OMol25 entry of this formula, charge and spin) in kJ/mol: 0.00
Lowest unoccupied orbital energy in Eh: -0.0673
M in g/mol: 489.85